Arrangement 1

Density functional theory data (ωB97M-V with the def2-TZVPD basis set) for 5 unconnected molecules or ions with the total composition C3H16NO6S.

Last columns: bonded neighbours and bond lengths (Å).
CARTESIAN COORDINATES (ANGSTROEM)
1 O -0.83837 1.45142 -0.06582  C2 1.191
2 C -0.13892 0.69945 0.53656  O1 1.191, O3 1.331, C4 1.531
3 O 0.37731 0.82289 1.75671  C2 1.331, H8 0.963
4 C 0.25502 -0.64672 -0.07782  C2 1.531, C5 1.513, N7 1.500, H9 1.089
5 C -0.86382 -1.64747 0.10968  C4 1.513, S6 1.820, H10 1.089, H11 1.096
6 S -0.64091 -3.29233 -0.63593  C5 1.820, H12 1.325
7 N 0.49397 -0.30134 -1.51734  C4 1.500, H13 1.038, H14 1.036, H15 1.013
8 H -0.08876 1.52703 2.22069  O3 0.963
9 H 1.15936 -1.06240 0.36502  C4 1.089
10 H -1.09568 -1.77873 1.16557  C5 1.089
11 H -1.76483 -1.19678 -0.32130  C5 1.096
12 H 0.61304 -3.16142 -1.04455  S6 1.325
13 H -0.40939 0.07486 -1.86379  N7 1.038
14 H 1.13561 0.51163 -1.54853  N7 1.036
15 H 0.89746 -0.97255 -2.16014  N7 1.013
16 H -2.49335 -0.78525 -2.91877  O18 0.966
17 H -2.81038 0.69330 -2.83205  O18 0.960
18 O -2.08282 0.07270 -2.74922  H16 0.966, H17 0.960
19 H 3.46404 -0.23274 2.01903  O21 0.960
20 H 2.28841 0.66582 2.05484  O21 0.971
21 O 3.05704 0.46316 1.49717  H19 0.960, H20 0.971
22 H 2.80627 1.07258 -0.18098  O24 0.979
23 H 2.45441 2.38196 -0.83630  O24 0.953
24 O 2.19723 1.46394 -0.83952  H22 0.979, H23 0.953
25 H -3.06858 0.41512 2.59696  O27 0.968
26 H -2.59528 1.78212 2.87405  O27 0.977
27 O -2.30808 0.97973 2.39580  H25 0.968, H26 0.977

Computed properties:
* net charge: +1
* molar mass: 194.2 g/mol
* frontier orbital gap: 10.146 eV
* HOMO: -12.741 eV

Arrangement 2

Density functional theory data (ωB97M-V with the def2-TZVPD basis set) for 5 unconnected molecules or ions with the total composition C3H16NO6S.

Last columns: bonded neighbours and bond lengths (Å).
CARTESIAN COORDINATES (ANGSTROEM)
1 O 2.63321 0.53730 -0.34952  C2 1.199
2 C 1.77777 1.03498 0.32754  O1 1.199, O3 1.339, C4 1.523
3 O 2.03184 1.65496 1.48729  C2 1.339, H8 0.951
4 C 0.28951 0.97087 0.00947  C2 1.523, C5 1.527, N7 1.544, H9 1.087
5 C -0.19484 1.62836 -1.28117  C4 1.527, S6 1.826, H10 1.086, H11 1.091
6 S 1.10924 2.39485 -2.30376  C5 1.826, H12 1.339
7 N -0.09106 -0.52117 0.12545  C4 1.544, H13 1.059, H14 1.016, H15 1.044
8 H 2.92951 1.96926 1.48194  O3 0.951
9 H -0.20337 1.36197 0.89631  C4 1.087
10 H -0.79732 0.95611 -1.88426  C5 1.086
11 H -0.94051 2.37577 -1.00736  C5 1.091
12 H 0.46980 2.10377 -3.44354  S6 1.339
13 H 0.74989 -1.14788 -0.02243  N7 1.059
14 H -0.45223 -0.65674 1.06516  N7 1.016
15 H -0.80208 -0.78592 -0.59111  N7 1.044
16 H 2.78385 -1.73930 -0.76485  O18 0.968
17 H 2.17127 -3.08010 -0.57699  O18 0.967
18 O 1.95991 -2.14378 -0.45738  H16 0.968, H17 0.967
19 H -3.02722 -1.15258 0.86671  O21 0.958
20 H -2.44807 -0.23778 1.94640  O21 0.957
21 O -2.71336 -0.26197 1.02686  H19 0.958, H20 0.957
22 H -2.27396 -1.37987 -2.22661  O24 0.962
23 H -0.88717 -1.19539 -2.99202  O24 0.959
24 O -1.31547 -1.36563 -2.15119  H22 0.962, H23 0.959
25 H -0.71131 -1.21097 3.76121  O27 0.960
26 H -0.93287 0.35861 3.74981  O27 0.955
27 O -1.11497 -0.46773 3.30802  H25 0.960, H26 0.955

Computed properties:
* net charge: +1
* molar mass: 194.2 g/mol
* frontier orbital gap: 9.456 eV
* HOMO: -12.241 eV

Stability check: which of them is most stable? arrangement 1.

Arrangement 1

Density functional theory data (ωB97M-V with the def2-TZVPD basis set) for a gas-phase ion, C4H11N2O (charge +2).

Last columns: bonded neighbours and bond lengths (Å).
CARTESIAN COORDINATES (ANGSTROEM)
1 N 2.72002 -0.72064 -0.94531  C2 1.504, H8 1.027, H9 1.026, H10 1.027
2 C 1.47826 0.06998 -0.63750  N1 1.504, C3 1.525, H11 1.084, H12 1.088
3 C 0.33225 -0.92092 -0.46609  C2 1.525, N4 1.406, O7 1.194
4 N -0.90165 -0.48362 0.04553  C3 1.406, C5 1.430, H13 1.037
5 C -1.23111 0.74145 0.70592  N4 1.430, C6 1.511, H14 1.107, H15 1.104
6 C -2.66594 0.83254 1.17191  C5 1.511, H16 1.086, H17 1.082, H18 1.083
7 O 0.43739 -2.05627 -0.81999  C3 1.194
8 H 3.12353 -1.17535 -0.11710  N1 1.027
9 H 3.45499 -0.10821 -1.31697  N1 1.026
10 H 2.51940 -1.43411 -1.65601  N1 1.027
11 H 1.67504 0.70887 0.21620  C2 1.084
12 H 1.23794 0.64475 -1.52994  C2 1.088
13 H -1.65563 -1.18542 -0.07499  N4 1.037
14 H -0.50054 0.83584 1.53160  C5 1.107
15 H -0.98962 1.58250 0.03226  C5 1.104
16 H -3.35624 0.70963 0.34272  C6 1.086
17 H -2.79451 1.83515 1.55688  C6 1.082
18 H -2.88358 0.12383 1.96088  C6 1.083

Computed properties:
* 2S+1: 2
* net charge: +2
* molar mass: 103.1 g/mol
* frontier orbital gap (spin up / spin down): 12.509 / 7.845 eV
* HOMO (spin up / spin down): -20.795 / -20.909 eV

Arrangement 2

Density functional theory data (ωB97M-V with the def2-TZVPD basis set) for a gas-phase ion, C4H11N2O (charge +2).

Last columns: bonded neighbours and bond lengths (Å).
CARTESIAN COORDINATES (ANGSTROEM)
1 C 0.96853 1.36370 -1.62711  C2 1.741, H8 1.184, H9 1.129, H10 1.114
2 C -0.23528 0.34165 -0.89514  C1 1.741, C3 1.578, N7 1.521, H11 1.126
3 C 0.50558 -0.62166 0.11118  C2 1.578, C4 1.553, H12 1.092, H13 1.077
4 C -0.35395 -1.39218 1.15036  C3 1.553, N5 1.303, O6 1.297
5 N 0.16288 -2.38864 1.81115  C4 1.303, H14 1.071, H15 1.029
6 O -1.42997 -0.81951 1.59224  C4 1.297
7 N -1.21906 1.16734 -0.08104  C2 1.521, H16 0.977, H17 0.959, H18 1.057
8 H 2.01275 1.40056 -1.06921  C1 1.184
9 H 1.00718 0.85681 -2.63512  C1 1.129
10 H 0.61957 2.42112 -1.59490  C1 1.114
11 H -0.98301 0.03766 -1.68074  C2 1.126
12 H 1.21027 0.06338 0.58784  C3 1.092
13 H 1.15937 -1.25783 -0.46087  C3 1.077
14 H 1.23180 -2.39970 1.87832  N5 1.071
15 H -0.31272 -2.84801 2.59952  N5 1.029
16 H -0.65271 1.94950 0.06854  N7 0.977
17 H -1.99737 1.00578 -0.61674  N7 0.959
18 H -1.69385 1.12006 0.86174  N7 1.057

Computed properties:
* 2S+1: 2
* net charge: +2
* molar mass: 103.1 g/mol
* frontier orbital gap (spin up / spin down): 11.619 / 7.384 eV
* HOMO (spin up / spin down): -20.701 / -20.691 eV

Stability check: which of them is most stable? arrangement 1.